[1]
{"formula": "C38H51Cl3FeN2O3PSi", "method": "the ωB97M-V functional and the def2-TZVPD basis", "species": ["C", "C", "H", "H", "H", "C", "C", "H", "H", "H", "H", "Fe", "Cl", "Cl", "C", "O", "N", "C", "C", "H", "H", "H", "H", "H", "H", "H", "H", "H", "C", "C", "N", "H", "C", "O", "H", "H", "H", "H", "O", "C", "C", "C", "H", "C", "H", "C", "H", "C", "C", "H", "H", "H", "Si", "Cl", "C", "C", "C", "H", "H", "H", "H", "H", "H", "H", "H", "H", "C", "C", "C", "C", "C", "C", "P", "C", "C", "C", "C", "C", "C", "C", "C", "C", "C", "C", "C", "H", "H", "H", "H", "H", "H", "H", "H", "H", "H", "H", "H", "H", "H", "H"], "coordinates": [[2.99819, -2.22090, -5.03932], [2.25189, -1.61057, -6.18286], [3.08257, -3.30511, -5.16721], [2.49956, -2.01655, -4.08059], [4.01957, -1.81131, -4.98379], [2.06860, -2.20084, -7.37022], [2.68792, -3.49511, -7.76300], [1.43461, -1.72629, -8.11943], [2.66904, -4.25087, -6.96775], [3.73412, -3.38009, -8.08047], [2.13430, -3.88888, -8.62126], [1.44344, -0.45925, 2.52475], [2.45142, 1.41145, 3.09510], [1.68611, -0.86520, 0.41078], [0.09852, 2.20482, 0.66036], [-0.66864, 1.42675, 1.25375], [-0.28806, 3.14395, -0.22375], [-1.68327, 3.29173, -0.60130], [0.66110, 4.09962, -0.78890], [1.19457, 2.17658, 0.80704], [-2.30680, 2.71676, 0.08967], [-1.84550, 2.92617, -1.62853], [-1.95461, 4.35618, -0.57111], [1.64382, 3.92713, -0.33373], [0.33624, 5.12934, -0.57409], [0.74296, 3.97297, -1.87989], [0.71979, -4.78869, 1.05916], [-0.10761, -3.10171, -0.79759], [-0.27413, -4.73421, 1.52490], [-1.08438, -3.37604, -0.37439], [-0.97914, -3.55429, 1.05494], [-0.15462, -4.68340, 2.61105], [-1.44556, -2.61493, 1.90151], [-1.92993, -1.52570, 1.56776], [-1.80910, -2.58632, -0.58695], [-1.33130, -2.90969, 2.96247], [-0.83374, -5.64240, 1.25661], [-1.39819, -4.32377, -0.82928], [0.39588, -0.46410, -5.24247], [1.64281, -0.24732, -5.88989], [0.30328, 0.64040, -7.88216], [1.47862, 0.63880, -7.12284], [-0.54604, 0.02267, -7.56464], [0.24571, 1.41335, -9.05088], [2.34572, 0.25301, -5.20310], [2.57747, 1.41882, -7.51383], [-0.67457, 1.41880, -9.63618], [1.35610, 2.15080, -9.46893], [2.52389, 2.14807, -8.69921], [3.47062, 1.38846, -6.88328], [1.31670, 2.71989, -10.39908], [3.39839, 2.70993, -9.01958], [-0.44018, 0.37791, -4.08478], [1.42742, -2.38848, 3.54661], [-2.24441, 0.02230, -4.40242], [-0.08976, 2.20656, -4.27664], [0.07556, -0.28171, -2.42584], [-2.50201, 0.14801, -5.46294], [-2.88285, 0.69616, -3.81278], [-2.48430, -1.01129, -4.11578], [-0.07991, -1.37046, -2.37881], [-0.49489, 0.17916, -1.60572], [1.14044, -0.09223, -2.23445], [-0.23624, 2.52775, -5.31928], [0.94293, 2.45214, -3.99074], [-0.77244, 2.79053, -3.64035], [-1.95512, 4.04816, 7.02136], [-0.71504, 4.06915, 6.36687], [-0.30992, 2.98915, 5.58402], [-1.11385, 1.82866, 5.49488], [-2.39876, 1.86226, 6.06708], [-2.80475, 2.95450, 6.84024], [-0.29380, 0.33076, 4.79972], [0.76245, -0.08269, 6.27067], [2.14620, -0.29786, 6.10405], [2.98250, -0.49431, 7.18930], [2.46450, -0.42474, 8.48529], [1.09849, -0.19588, 8.67628], [0.24881, -0.04126, 7.57436], [-1.69480, -0.82816, 4.95986], [-1.70504, -1.95371, 5.79241], [-2.83409, -2.77697, 5.82623], [-3.94055, -2.50985, 5.02140], [-3.91608, -1.41089, 4.15067], [-2.79035, -0.59629, 4.09945], [-2.25450, 4.88283, 7.65947], [-0.05587, 4.93238, 6.48584], [0.65840, 3.00708, 5.07567], [-3.08461, 1.02199, 5.96219], [-3.78588, 2.94328, 7.31886], [2.58237, -0.29077, 5.10388], [4.04767, -0.68169, 7.03500], [3.12631, -0.53662, 9.34199], [0.69381, -0.12553, 9.68669], [-0.81316, 0.15001, 7.74588], [-0.83703, -2.18708, 6.40739], [-2.83946, -3.64580, 6.48759], [-4.81720, -3.16030, 5.03995], [-4.76141, -1.19968, 3.49406], [-2.74800, 0.24065, 3.39699]], "atomic_forces_ev_per_a": [[0.290, -0.170, 0.042], [-0.492, 0.155, -0.688], [0.044, 0.212, 0.170], [0.083, -0.017, -0.261], [-0.220, -0.096, 0.077], [0.192, 0.422, 0.712], [-0.118, -0.598, -0.411], [0.320, 0.117, 0.152], [-0.011, 0.163, -0.160], [-0.202, 0.051, 0.084], [0.199, -0.179, 0.115], [-0.933, 0.673, 0.193], [0.278, -0.182, -0.153], [0.033, -0.018, 0.153], [-0.714, -0.775, 0.572], [1.256, 0.775, -0.554], [0.026, 0.257, -0.080], [-0.051, 0.006, -0.100], [-0.034, -0.299, 0.012], [-0.295, 0.066, 0.021], [0.165, 0.137, -0.157], [0.014, 0.082, 0.301], [-0.012, -0.270, 0.054], [-0.213, 0.105, -0.161], [0.113, -0.295, -0.031], [-0.031, 0.061, 0.309], [-0.172, 0.047, 0.163], [-0.199, 0.012, 0.046], [-0.159, 0.016, -0.069], [0.172, -0.027, -0.210], [-0.063, -0.067, 0.140], [-0.021, -0.039, -0.219], [-0.290, 1.034, -0.160], [0.572, -1.353, 0.193], [0.164, -0.144, 0.040], [-0.108, 0.110, -0.163], [0.144, 0.151, 0.089], [-0.043, 0.187, 0.027], [0.029, -0.175, -0.177], [-0.377, 0.116, 0.042], [0.292, 0.182, -0.068], [0.164, -0.044, 0.154], [0.374, 0.333, -0.123], [0.066, -0.150, 0.226], [-0.153, 0.101, -0.059], [-0.491, -0.365, -0.148], [0.272, 0.026, 0.082], [-0.023, -0.125, 0.130], [-0.064, -0.040, 0.131], [-0.181, 0.145, -0.322], [-0.005, -0.134, 0.288], [-0.197, -0.025, 0.015], [0.140, -0.096, -0.262], [0.208, 0.111, 0.054], [-0.152, -0.057, -0.004], [0.002, 0.205, 0.035], [-0.005, 0.102, 0.159], [0.070, 0.012, 0.230], [0.104, -0.176, -0.109], [0.019, 0.231, -0.073], [0.010, 0.322, -0.027], [0.139, -0.158, -0.085], [-0.212, -0.017, -0.046], [0.018, -0.096, 0.276], [-0.200, -0.018, -0.054], [0.213, -0.077, -0.164], [0.160, -0.226, -0.234], [-0.162, 0.027, 0.019], [-0.267, -0.368, 0.252], [0.110, 1.033, -0.116], [0.288, -0.066, 0.168], [0.235, 0.197, -0.100], [-0.323, -0.691, 0.538], [0.547, 0.219, 0.052], [-0.496, 0.055, -0.400], [0.044, 0.028, 0.521], [-0.199, 0.001, -0.208], [0.048, -0.058, -0.264], [0.225, 0.088, 0.163], [-0.288, -0.534, -0.606], [-0.229, 0.197, -0.189], [0.029, -0.151, 0.038], [0.084, 0.293, -0.224], [0.146, -0.160, 0.160], [0.190, 0.060, 0.367], [0.087, -0.265, -0.238], [-0.211, -0.268, -0.095], [-0.244, -0.007, 0.234], [0.294, 0.172, 0.053], [0.274, -0.023, -0.179], [-0.194, -0.053, 0.444], [-0.349, 0.104, 0.024], [-0.154, -0.005, -0.149], [0.084, -0.048, -0.280], [0.297, -0.045, -0.102], [-0.241, 0.055, -0.098], [-0.007, 0.240, -0.197], [0.282, 0.174, 0.081], [0.248, -0.118, 0.178], [-0.049, -0.297, 0.203]], "homo_ev": [-8.482, -8.553], "multiplicity": 6, "s_squared": 8.765, "e_above_lowest_kcal_mol": 0.0, "fmax_ev_per_a": 1.58}

[2]
{"formula": "C38H52Cl2P2Tm", "method": "the ωB97M-V functional and the def2-TZVPD basis", "species": ["P", "C", "C", "C", "C", "C", "C", "C", "C", "C", "C", "C", "C", "C", "C", "C", "C", "C", "C", "H", "H", "H", "H", "H", "H", "H", "H", "H", "H", "H", "H", "H", "H", "H", "H", "H", "H", "H", "H", "H", "H", "H", "H", "H", "H", "H", "H", "H", "H", "H", "H", "H", "Tm", "Cl", "Cl", "C", "H", "C", "C", "C", "C", "C", "C", "H", "H", "H", "H", "H", "C", "P", "C", "C", "C", "C", "C", "C", "C", "C", "C", "C", "C", "C", "H", "H", "H", "H", "H", "H", "H", "H", "H", "H", "H", "H", "H"], "coordinates": [[-0.33113, 0.73818, -1.69280], [-1.98146, 0.20584, -2.40902], [-2.44115, 0.99111, -3.63752], [-3.88503, 0.60431, -3.99250], [-4.07479, -0.90592, -4.17754], [-3.46991, -1.73251, -3.03560], [-2.03731, -1.30089, -2.68930], [1.05834, 0.09645, -2.77774], [0.96467, 0.44335, -4.26078], [2.28094, 0.06412, -4.96435], [2.68821, -1.39719, -4.73115], [2.61579, -1.82156, -3.25706], [1.29644, -1.41228, -2.59071], [-0.26569, 2.60973, -1.83058], [-1.40353, 3.23602, -1.00695], [-1.37867, 4.76825, -1.04030], [-0.01142, 5.34302, -0.65955], [1.14646, 4.69207, -1.42385], [1.10904, 3.15661, -1.41365], [-2.66486, 0.42455, -1.56308], [-1.77492, 0.76573, -4.48375], [-2.38305, 2.07489, -3.46855], [-4.19275, 1.14069, -4.89757], [-4.53983, 0.94287, -3.17884], [-5.14548, -1.12741, -4.25905], [-3.61638, -1.21327, -5.12678], [-4.09373, -1.61870, -2.13938], [-3.47422, -2.79644, -3.30099], [-1.66329, -1.87509, -1.82883], [-1.38683, -1.53007, -3.54725], [1.93367, 0.61739, -2.35216], [3.07747, 0.71513, -4.57918], [0.76017, 1.51372, -4.40814], [0.13362, -0.11257, -4.72115], [2.19182, 0.26195, -6.03969], [3.70900, -1.55448, -5.10165], [2.03531, -2.05062, -5.32548], [2.75239, -2.90796, -3.16980], [3.43913, -1.34626, -2.70479], [1.32167, -1.68180, -1.52606], [0.46957, -1.98294, -3.03281], [-0.42193, 2.81388, -2.90665], [-2.38664, 2.87425, -1.34407], [-1.31994, 2.90087, 0.03781], [-1.65159, 5.10771, -2.04813], [-2.14441, 5.15401, -0.35712], [0.14500, 5.20250, 0.41716], [-0.00559, 6.42292, -0.83819], [2.10039, 5.03134, -1.00489], [1.11778, 5.02747, -2.46833], [1.89612, 2.77456, -2.08155], [1.36784, 2.78604, -0.41000], [-0.07046, -0.01221, 1.05055], [2.38050, 0.34693, 0.55477], [-2.32469, 0.90762, 1.46042], [-0.63192, -2.12791, 0.62023], [-1.70761, -2.35809, 0.52116], [0.14959, -3.30295, 0.60683], [1.59603, -3.29250, 0.67998], [2.32765, -4.47334, 0.67960], [1.66295, -5.70984, 0.60402], [0.25698, -5.75280, 0.53657], [-0.48987, -4.58776, 0.54063], [2.10255, -2.32294, 0.74713], [3.41876, -4.43715, 0.73927], [-0.25300, -6.71674, 0.48173], [-1.58083, -4.59320, 0.50263], [2.23948, -6.63590, 0.60403], [1.41788, -2.11125, 4.06420], [0.80119, -0.42819, 3.73227], [-0.85744, -0.41157, 4.49112], [-1.77065, -1.42774, 4.13717], [-3.10593, -1.32120, 4.52062], [-3.53188, -0.22815, 5.28282], [-2.63269, 0.79297, 5.60600], [-1.30061, 0.71465, 5.20146], [1.86723, 0.66329, 4.71941], [1.96006, 0.64911, 6.12339], [2.95738, 1.41099, 6.75183], [3.84863, 2.17743, 5.99642], [3.72740, 2.22456, 4.60374], [2.75464, 1.46156, 3.96686], [0.81744, -2.85452, 3.52508], [1.39022, -2.30766, 5.14298], [2.45114, -2.19097, 3.69629], [-1.44564, -2.26706, 3.51974], [-3.81678, -2.08465, 4.21112], [-4.56851, -0.16516, 5.61195], [-2.97094, 1.66445, 6.16858], [-0.60552, 1.52983, 5.41522], [1.28046, 0.04163, 6.72601], [3.04367, 1.39133, 7.83666], [4.65108, 2.73027, 6.48435], [4.40290, 2.83639, 4.00819], [2.69388, 1.44493, 2.87683]], "atomic_forces_ev_per_a": [[0.173, -0.306, 0.403], [0.355, 0.482, 0.264], [-0.202, -0.101, -0.135], [0.068, 0.056, 0.094], [0.089, -0.024, -0.063], [0.069, 0.206, 0.109], [-0.110, -0.136, -0.092], [-0.411, 0.272, 0.306], [0.236, -0.116, -0.206], [-0.045, 0.060, 0.095], [-0.105, -0.102, 0.013], [-0.017, 0.184, 0.017], [0.128, -0.097, 0.107], [-0.193, -0.434, -0.868], [0.097, -0.001, 0.185], [0.047, -0.098, -0.178], [0.012, -0.176, 0.099], [-0.127, -0.093, -0.175], [-0.013, -0.013, 0.183], [0.148, -0.101, -0.291], [-0.172, 0.047, 0.135], [-0.050, -0.208, -0.029], [-0.066, -0.077, 0.072], [0.050, 0.015, -0.052], [0.099, 0.002, -0.076], [0.021, 0.035, 0.062], [0.065, -0.029, -0.054], [-0.053, 0.128, 0.065], [-0.020, 0.191, -0.151], [-0.153, 0.073, 0.123], [-0.157, -0.153, -0.049], [-0.082, -0.006, -0.038], [0.030, -0.179, -0.005], [0.166, 0.079, 0.093], [0.090, -0.012, 0.096], [-0.142, 0.001, -0.042], [-0.001, 0.060, 0.061], [0.006, 0.224, 0.002], [-0.084, -0.074, -0.039], [-0.073, 0.100, -0.235], [0.210, 0.104, 0.075], [0.035, 0.353, 0.276], [0.261, 0.046, 0.058], [0.017, 0.062, -0.241], [0.049, 0.013, 0.023], [0.065, -0.020, -0.108], [-0.008, -0.047, -0.050], [0.025, -0.030, 0.060], [-0.071, -0.008, -0.088], [-0.009, 0.037, 0.031], [-0.213, 0.079, 0.175], [-0.105, 0.053, -0.176], [-0.185, -1.207, -0.734], [0.712, 0.301, -0.115], [-0.680, 0.515, 0.197], [0.196, 1.218, 0.428], [0.071, 0.046, 0.121], [0.162, -0.396, -0.010], [-0.411, -0.301, -0.009], [-0.623, 0.072, -0.025], [0.147, -0.283, 0.009], [0.235, 0.174, 0.021], [0.728, 0.011, -0.020], [-0.118, -0.375, -0.056], [-0.273, -0.037, -0.025], [0.148, 0.139, 0.020], [0.250, -0.145, -0.021], [-0.151, 0.181, -0.005], [0.318, -0.153, 0.242], [-0.600, -0.347, -0.204], [-0.239, 0.092, 0.160], [0.092, 0.323, 0.220], [0.178, 0.235, 0.247], [0.266, 0.026, -0.130], [-0.056, -0.115, 0.007], [-0.178, -0.396, -0.135], [0.519, 0.143, 0.205], [0.469, 0.339, -0.251], [-0.224, -0.183, -0.239], [-0.162, -0.045, -0.258], [0.015, -0.113, 0.337], [-0.269, -0.175, 0.338], [0.087, 0.265, 0.023], [0.059, -0.064, -0.176], [-0.304, 0.029, 0.096], [-0.066, 0.260, 0.097], [0.143, 0.116, 0.106], [0.206, 0.033, -0.128], [0.045, -0.234, -0.136], [-0.247, -0.238, -0.008], [0.164, 0.163, -0.241], [-0.001, -0.004, -0.188], [-0.254, -0.068, -0.042], [-0.086, -0.141, 0.155], [-0.012, 0.015, 0.285]], "homo_ev": [-2.009, -2.034], "total_charge": -1, "multiplicity": 3, "s_squared": 2.003, "fmax_ev_per_a": 1.42}